C11H25AuClNO6P2 | wB97M-V/def2-TZVPD

Geometry as ORCA input:
```
! wB97M-V def2-TZVPD RIJCOSX def2/J DEFGRID3
* xyz 0 3
C -0.83669 0.85363 -3.65608
C -0.88913 0.34136 -2.31396
N 0.11784 0.72768 -1.43018
C 0.84601 1.82318 -1.68172
C 0.80411 2.45399 -2.93056
C -0.00660 1.92430 -3.93748
C -1.99505 -0.36858 -1.81833
P -2.06758 -0.74307 -0.04796
Au -0.06151 -0.14556 0.97308
P 1.85577 1.22828 0.89105
C 1.63546 2.42750 -0.50849
O -0.44355 -3.27936 -2.93276
O 0.16389 -3.91372 0.04856
H -1.44792 0.32162 -4.38163
H 1.40125 3.35326 -3.05277
H 0.01596 2.33676 -4.93239
C -3.37924 0.43779 0.31426
C -2.68460 -2.39559 0.44501
H 2.62209 2.78240 -0.83153
H 1.07413 3.27196 -0.08146
H -0.83016 -2.59675 -2.37292
H -2.57244 -0.93655 -2.56091
C 2.16493 2.19361 2.37548
C 3.41154 0.40029 0.46087
H 0.94085 -1.80160 0.97664
H 1.05230 -4.34791 0.14203
H 0.08224 -3.69584 -0.90547
H 0.36743 -2.86782 -3.32747
H -0.76238 1.31564 1.31144
H 1.45953 -1.35935 1.34347
H -4.28786 0.13777 -0.22578
H -3.55915 0.49468 1.39152
H -3.05601 1.41669 -0.06252
H -3.53771 -2.69165 -0.17759
H -1.87606 -3.13902 0.38145
H -2.99569 -2.32781 1.49484
H 4.24320 1.11973 0.45386
H 3.59430 -0.37507 1.21416
H 3.31908 -0.06584 -0.52906
H 3.06335 2.81802 2.25153
H 1.28929 2.82159 2.59459
H 2.29690 1.49795 3.21630
O -0.81485 -0.69172 5.69504
Cl -0.09545 -0.26319 4.52183
O -0.35844 1.12048 4.21509
O 1.32971 -0.51536 4.65972
O -0.59308 -1.09879 3.32721
*
```

- relative energy (zero: lowest compared OMol25 entry of this formula, charge and spin) (kcal/mol) = 6.1
- HOMO energy (spin up / spin down) (eV) = -5.954 / -8.112
- lowest unoccupied orbital energy (spin up / spin down) (eV) = -0.08 / -2.46

These are the Löwdin partial charges, in e, on atoms 1 to 5: atom 1 (C): -0.0114, atom 2 (C): -0.3499, atom 3 (N): 0.0381, atom 4 (C): -0.3178, atom 5 (C): -0.0177